Formula: C21H22N2O5
Source: the Open Molecules 2025 dataset
Level of theory: ωB97M-V/def2-TZVPD

## Properties
E_HOMO: -8.3221 eV
Frontier orbital gap: 0.318 hartree
Relative energy (zero: lowest compared OMol25 entry of this formula, charge and spin): 126.0 kJ/mol
E_LUMO: 0.335 eV
DFT total energy: -1299.19148 a.u.
Molar mass: 382.42 g/mol

Each atom is followed by the atoms it is bonded to, with distances in Å.
CARTESIAN COORDINATES (ANGSTROEM)
1 O 3.85141 5.68441 -3.57682  C2 1.220
2 C 2.84557 5.03190 -3.35172  O1 1.220, O3 1.351, C4 1.525
3 O 1.71136 5.56666 -2.84763  C2 1.351, H20 0.969
4 C 2.87395 3.53424 -3.63818  C2 1.525, C5 1.509, H21 1.093, H22 1.092
5 C 3.43089 2.76902 -2.46315  C4 1.509, C6 1.373, C19 1.440
6 C 4.65070 2.96535 -1.86321  C5 1.373, O7 1.375, H23 1.087
7 O 4.81077 2.13826 -0.77654  C6 1.375, C8 1.369
8 C 3.65310 1.41357 -0.67861  O7 1.369, C9 1.395, C19 1.387
9 C 3.30151 0.46981 0.28730  C8 1.395, C10 1.407, H24 1.084
10 C 2.04834 -0.16813 0.22870  C9 1.407, C11 1.473, C17 1.409
11 C 1.64171 -1.12916 1.26889  C10 1.473, C12 1.405, C16 1.406
12 C 1.94856 -0.89145 2.61972  C11 1.405, C13 1.398, H25 1.086
13 C 1.54388 -1.78639 3.61506  C12 1.398, C14 1.397, H26 1.086
14 C 0.82806 -2.93582 3.27242  C13 1.397, C15 1.397, H27 1.086
15 C 0.51874 -3.18969 1.93350  C14 1.397, C16 1.400, H28 1.086
16 C 0.92308 -2.29123 0.93924  C11 1.406, C15 1.400, H29 1.085
17 C 1.17646 0.15495 -0.82989  C10 1.409, C18 1.401, H30 1.084
18 C 1.53026 1.11130 -1.79057  C17 1.401, C19 1.396, H31 1.085
19 C 2.77237 1.74154 -1.69847  C5 1.440, C8 1.387, C18 1.396
20 H 1.91225 6.50503 -2.71169  O3 0.969
21 H 3.48213 3.34592 -4.52665  C4 1.093
22 H 1.85650 3.20169 -3.85414  C4 1.092
23 H 5.38537 3.69802 -2.18827  C6 1.087
24 H 4.00894 0.24096 1.07668  C9 1.084
25 H 2.48205 0.00857 2.90972  C12 1.086
26 H 1.77752 -1.58019 4.65573  C13 1.086
27 H 0.51385 -3.62835 4.04828  C14 1.086
28 H -0.02895 -4.08924 1.66856  C15 1.086
29 H 0.69350 -2.50975 -0.09839  C16 1.085
30 H 0.19896 -0.30977 -0.89045  C17 1.084
31 H 0.83937 1.37242 -2.58533  C18 1.085
32 C -4.89485 -4.21799 -0.52338  N33 1.462, H41 1.092, H42 1.091, H43 1.092
33 N -3.84446 -3.20466 -0.44491  C32 1.462, C34 1.339, H44 1.007
34 C -4.01862 -1.98226 0.07289  N33 1.339, O35 1.226, C36 1.534
35 O -5.09686 -1.60141 0.51622  C34 1.226
36 C -2.80059 -1.04972 0.05960  C34 1.534, N37 1.469, H45 1.089, H46 1.089
37 N -2.31116 -0.70637 1.40163  C36 1.469, C38 1.333, H47 1.010
38 C -2.75778 0.24317 2.22311  N37 1.333, C39 1.515, O40 1.221
39 C -3.83909 1.20450 1.77371  C38 1.515, H48 1.087, H49 1.089, H50 1.087
40 O -2.27391 0.36022 3.33779  C38 1.221
41 H -5.13598 -4.58054 0.47779  C32 1.092
42 H -4.56835 -5.05571 -1.14105  C32 1.091
43 H -5.79551 -3.78150 -0.95956  C32 1.092
44 H -2.92967 -3.45008 -0.78582  N33 1.007
45 H -3.07461 -0.14519 -0.48227  C36 1.089
46 H -1.99287 -1.52948 -0.49175  C36 1.089
47 H -1.55775 -1.25713 1.78716  N37 1.010
48 H -4.76066 0.65732 1.59114  C39 1.087
49 H -4.01012 1.93480 2.56284  C39 1.089
50 H -3.51935 1.71755 0.87080  C39 1.087

=====

Formula: C4H11N2O
Source: the Open Molecules 2025 dataset
Level of theory: ωB97M-V/def2-TZVPD

## Properties
E_HOMO: -14.5390 eV
Charge: +1
Frontier orbital gap: 0.414 hartree
Relative energy (zero: lowest compared OMol25 entry of this formula, charge and spin): 185.2 kJ/mol
E_LUMO: -3.274 eV
DFT total energy: -343.49361 a.u.
Molar mass: 103.14 g/mol

Each atom is followed by the atoms it is bonded to, with distances in Å.
CARTESIAN COORDINATES (ANGSTROEM)
1 C 1.11029 -1.61823 -1.50246  N2 1.564, H8 1.124, H9 1.074, H10 1.098
2 N 1.25147 -0.14169 -1.00803  C1 1.564, C3 1.276, H11 1.037
3 C 0.26346 0.46534 -0.47575  N2 1.276, O4 1.289, C5 1.594
4 O 0.11884 1.74282 -0.38211  C3 1.289
5 C -0.63968 -0.28971 0.59892  C3 1.594, C6 1.458, N7 1.528, H12 1.161
6 C 0.01568 -0.52591 1.87960  C5 1.458, H13 1.045, H14 1.080, H15 1.159
7 N -1.82966 0.66690 0.66809  C5 1.528, H16 0.983, H17 1.043, H18 0.954
8 H 1.86313 -1.77021 -2.32259  C1 1.124
9 H 1.21294 -2.23038 -0.62585  C1 1.074
10 H 0.09339 -1.68259 -1.91158  C1 1.098
11 H 2.01420 0.32169 -1.53623  N2 1.037
12 H -0.90057 -1.31764 0.12585  C5 1.161
13 H 0.19912 0.34323 2.43022  C6 1.045
14 H 0.92172 -1.07838 1.67687  C6 1.080
15 H -0.67306 -1.10824 2.60720  C6 1.159
16 H -2.52002 0.42090 0.01323  N7 0.983
17 H -1.31965 1.55680 0.47805  N7 1.043
18 H -2.29301 0.73680 1.49951  N7 0.954

=====

Formula: C5H13NO
Source: the Open Molecules 2025 dataset
Level of theory: ωB97M-V/def2-TZVPD

## Properties
E_HOMO: -8.1860 eV
Frontier orbital gap: 0.325 hartree
Relative energy (zero: lowest compared OMol25 entry of this formula, charge and spin): 111.5 kJ/mol
E_LUMO: 0.650 eV
DFT total energy: -328.27637 a.u.
Molar mass: 103.16 g/mol

Each atom is followed by the atoms it is bonded to, with distances in Å.
CARTESIAN COORDINATES (ANGSTROEM)
1 C 0.12404 0.95209 -1.62245  N2 1.458, H7 1.100, H8 1.085, H9 1.088
2 N 1.21899 0.24259 -0.97173  C1 1.458, C3 1.444, C6 1.459
3 C 0.86234 -1.07273 -0.49557  N2 1.444, C4 1.540, H10 1.090, H11 1.086
4 C 0.02228 -0.84734 0.77520  C3 1.540, C5 1.548, H12 1.087, H13 1.092
5 C 0.68229 0.41479 1.38121  C4 1.548, C6 1.568, H14 1.093, H15 1.079
6 C 1.64574 0.91602 0.25003  N2 1.459, C5 1.568, H16 1.097, H17 1.086
7 H -0.74258 1.03050 -0.94998  C1 1.100
8 H 0.47835 1.95037 -1.85515  C1 1.085
9 H -0.19498 0.47837 -2.54888  C1 1.088
10 H 0.37936 -1.66756 -1.27132  C3 1.090
11 H 1.74152 -1.64907 -0.22459  C3 1.086
12 H -1.04563 -0.73728 0.60571  C4 1.087
13 H 0.15025 -1.67205 1.48000  C4 1.092
14 H 1.21707 0.11973 2.28714  C5 1.093
15 H 0.01018 1.21837 1.63846  C5 1.079
16 H 2.65297 0.52915 0.45068  C6 1.097
17 H 1.68879 1.99775 0.16574  C6 1.086
18 O -3.23380 -0.73000 0.38555  H19 0.965, H20 0.969
19 H -3.67235 -0.91489 -0.45352  O18 0.965
20 H -3.98483 -0.55883 0.97347  O18 0.969

=====

Formula: C22H30F2O5P
Source: the Open Molecules 2025 dataset
Level of theory: ωB97M-V/def2-TZVPD

## Properties
E_HOMO: -4.3955 eV
Charge: -1
Frontier orbital gap: 0.253 hartree
E_LUMO: 2.498 eV
DFT total energy: -1773.51247 a.u.
Molar mass: 443.45 g/mol

Each atom is followed by the atoms it is bonded to, with distances in Å.
CARTESIAN COORDINATES (ANGSTROEM)
1 C 1.01766 -1.32316 1.99757  C2 1.621, H17 1.150, H18 1.138, H19 1.137
2 C 1.47287 0.13807 1.46499  C1 1.621, C3 1.586, H20 1.158, H21 1.135
3 C 0.36679 0.92963 0.64924  C2 1.586, C4 1.628, P5 1.892, H22 1.154
4 C 0.81723 2.49192 0.56097  C3 1.628, H23 1.138, H24 1.152, H25 1.152
5 P -0.02404 0.37275 -1.11616  C3 1.892, C6 1.937, O13 1.765, O16 1.776, H26 1.451, H27 1.457
6 C 1.77917 -0.09678 -1.64497  P5 1.937, C7 1.609, H28 1.153, H29 1.150
7 C 2.02341 0.17818 -3.21090  C6 1.609, O8 1.252, O9 1.437
8 O 2.96306 0.92902 -3.55827  C7 1.252
9 O 1.19242 -0.35593 -4.25500  C7 1.437, C10 1.419
10 C 1.61758 -1.65900 -4.62208  O9 1.419, C11 1.612, O12 1.241
11 C 1.29071 -2.07205 -6.14536  C10 1.612, H30 1.133, H31 1.147, H32 1.137
12 O 2.17368 -2.40416 -3.79997  C10 1.241
13 O -0.54273 -1.27068 -0.73505  P5 1.765, C14 1.462
14 C -1.97371 -1.26452 -0.43459  O13 1.462, C15 1.642, H33 1.156, H34 1.153
15 C -2.66177 0.22643 -0.42981  C14 1.642, O16 1.434, H35 1.145, H36 1.155
16 O -1.62972 1.10109 -0.90644  P5 1.776, C15 1.434
17 H 1.37012 -2.07354 1.20021  C1 1.150
18 H 1.51524 -1.61786 2.97719  C1 1.138
19 H -0.11746 -1.35724 2.04557  C1 1.137
20 H 1.65712 0.74564 2.43332  C2 1.158
21 H 2.49599 0.03895 0.98297  C2 1.135
22 H -0.59359 0.95052 1.28848  C3 1.154
23 H 1.05811 2.93834 1.57967  C4 1.138
24 H -0.04383 3.06101 0.04927  C4 1.152
25 H 1.69248 2.56288 -0.18413  C4 1.152
26 H -0.52965 0.03085 -2.43296  P5 1.451
27 H 0.31638 1.66145 -1.70501  P5 1.457
28 H 1.93820 -1.20921 -1.38631  C6 1.153
29 H 2.56566 0.55488 -1.11594  C6 1.150
30 H 1.18269 -3.19868 -6.19202  C11 1.133
31 H 0.35591 -1.50408 -6.48967  C11 1.147
32 H 2.17694 -1.70832 -6.75786  C11 1.137
33 H -2.03548 -1.68981 0.63883  C14 1.156
34 H -2.51248 -1.99942 -1.14122  C14 1.153
35 H -3.57602 0.08572 -1.10466  C15 1.145
36 H -2.99419 0.39948 0.66239  C15 1.155
37 F 2.12988 -1.74487 5.53317  C38 1.340
38 C 1.82080 -3.02832 5.76476  F37 1.340, C39 1.386, C43 1.387
39 C 2.81817 -3.91046 6.14973  C38 1.386, C40 1.391, H44 1.084
40 C 2.49628 -5.24113 6.39481  C39 1.391, C41 1.392, H45 1.085
41 C 1.18293 -5.67750 6.24199  C40 1.392, C42 1.392, H46 1.085
42 C 0.19033 -4.78440 5.85019  C41 1.392, C43 1.390, H47 1.085
43 C 0.50874 -3.45147 5.61535  C38 1.387, C42 1.390, H48 1.083
44 H 3.83624 -3.55476 6.25559  C39 1.084
45 H 3.26797 -5.93767 6.70387  C40 1.085
46 H 0.93383 -6.71697 6.42923  C41 1.085
47 H -0.83147 -5.12654 5.72751  C42 1.085
48 H -0.25341 -2.74112 5.31797  C43 1.083
49 F -5.28937 6.03575 -2.39404  C50 1.348
50 C -4.06040 5.49146 -2.49434  F49 1.348, C51 1.386, C55 1.386
51 C -3.05934 6.19004 -3.14975  C50 1.386, C52 1.392, H56 1.084
52 C -1.78885 5.63040 -3.24905  C51 1.392, C53 1.393, H57 1.085
53 C -1.53792 4.37459 -2.70115  C52 1.393, C54 1.392, H58 1.085
54 C -2.55254 3.67928 -2.04906  C53 1.392, C55 1.392, H59 1.090
55 C -3.82036 4.24382 -1.94017  C50 1.386, C54 1.392, H60 1.084
56 H -3.27556 7.16259 -3.57704  C51 1.084
57 H -0.99555 6.17199 -3.75339  C52 1.085
58 H -0.54800 3.93674 -2.78273  C53 1.085
59 H -2.35396 2.69530 -1.62505  C54 1.090
60 H -4.62049 3.72144 -1.42847  C55 1.084